{
  "formula": "C5H2F6O2S",
  "method": "ωB97M-V/def2-TZVPD",
  "symbols": ["O", "C", "C", "S", "C", "C", "F", "F", "F", "C", "F", "F", "F", "O", "H", "H"],
  "positions_angstrom": [[-0.691, 0.381, -2.549], [-0.742, 0.491, -1.361], [0.442, 0.556, -0.435], [-0.099, 0.789, 1.242], [-1.753, 1.213, 0.573], [-2.883, 0.797, 1.570], [-4.055, 1.097, 1.054], [-2.874, -0.502, 1.912], [-2.816, 1.454, 2.750], [-1.750, 2.687, 0.251], [-2.120, 3.429, 1.283], [-0.523, 3.149, -0.163], [-2.644, 2.910, -0.794], [-1.907, 0.603, -0.657], [0.979, -0.255, -0.726], [1.021, 1.383, -0.964]],
  "lowdin_charge": [0.175, -0.492, -0.353, 1.088, -0.499, -0.589, 0.202, 0.159, 0.145, -0.544, 0.185, 0.108, 0.136, 0.074, 0.066, 0.139],
  "charge": 0,
  "smiles": "O=C1CSC(C(F)(F)F)(C(F)(F)F)O1",
  "energy_ha": -1339.60598,
  "e_above_lowest_kj_mol": 0.0,
  "homo_ev": -10.4
}

=====

{
  "formula": "C2HNO3",
  "method": "ωB97M-V/def2-TZVPD",
  "symbols": ["C", "C", "N", "O", "O", "O", "H"],
  "positions_angstrom": [[3.098, -1.953, 0.063], [3.115, 0.529, 0.038], [2.910, -0.816, -0.226], [4.232, 0.757, 1.580], [3.206, -3.090, 0.352], [2.549, 1.435, -0.552], [-19.111, 3.139, -1.255]],
  "mulliken_spin": [0.329, 0.887, -0.272, 1.192, -0.006, -0.130, 0.000],
  "charge": -2,
  "energy_ha": -357.04033,
  "e_above_lowest_kj_mol": 0.0,
  "s2": 2.019,
  "homo_ev": [1.3, 1.3],
  "spin_multiplicity": 3
}

=====

{
  "formula": "C5H6OS",
  "method": "ωB97M-V/def2-TZVPD",
  "symbols": ["C", "C", "C", "C", "O", "C", "S", "H", "H", "H", "H", "H", "H"],
  "positions_angstrom": [[0.624, 1.617, -0.384], [1.500, 0.766, 0.154], [1.186, -0.737, 0.097], [0.091, -1.466, -0.132], [-1.240, -0.975, -0.493], [-2.047, -0.327, 0.302], [-3.449, 0.375, -0.022], [0.037, 1.329, -1.293], [0.766, 2.633, -0.202], [2.036, 1.177, 0.899], [1.989, -1.565, 0.209], [-0.061, -2.612, -0.415], [-1.432, -0.215, 1.280]],
  "lowdin_charge": [0.028, -0.119, -0.077, -0.102, -0.164, -0.834, 0.674, 0.099, 0.041, 0.050, 0.128, 0.168, 0.110],
  "charge": 0,
  "smiles": "C=C/C=C\\OC=S",
  "energy_ha": -667.41353,
  "e_above_lowest_kj_mol": 327.1,
  "homo_ev": -8.8
}

=====

{
  "formula": "CH11NO4",
  "method": "ωB97M-V/def2-TZVPD",
  "symbols": ["N", "C", "O", "H", "H", "H", "H", "H", "H", "H", "O", "H", "H", "O", "H", "H", "O"],
  "positions_angstrom": [[1.513, -1.055, -2.424], [0.627, -1.551, -1.385], [1.337, -1.392, -0.122], [2.454, -1.019, -2.060], [1.577, -1.721, -3.197], [0.413, -2.623, -1.444], [-0.218, -0.883, -1.280], [1.104, -2.185, 0.376], [0.307, 2.614, 1.475], [0.812, 2.660, 0.025], [0.002, 2.628, 0.543], [-3.035, -0.834, 0.023], [-2.556, 0.292, -0.869], [-2.524, -0.001, 0.057], [-1.215, 1.408, 3.044], [-0.134, 1.661, 4.040], [-0.463, 2.003, 3.199]],
  "mulliken_spin": [0.072, 0.850, -0.149, 0.017, -0.047, -0.534, 0.328, -0.100, -0.042, -0.057, 0.219, -0.290, -0.033, 0.619, -0.037, -0.157, 0.340],
  "charge": -1,
  "energy_ha": -400.33813,
  "e_above_lowest_kj_mol": 132.7,
  "s2": 0.750,
  "homo_ev": [1.0, -6.3],
  "spin_multiplicity": 2
}

=====

{
  "formula": "Cl4H2Si2",
  "method": "ωB97M-V/def2-TZVPD",
  "symbols": ["Si", "Si", "Cl", "Cl", "Cl", "Cl", "H", "H"],
  "positions_angstrom": [[-1.677, 0.792, 0.312], [2.802, -1.392, -0.985], [-0.163, -0.213, 1.246], [-3.362, -0.208, 0.633], [3.821, 0.193, -0.234], [-1.357, 0.551, -1.694], [-2.054, 2.202, 0.440], [1.989, -1.927, 0.282]],
  "lowdin_charge": [-0.700, 0.189, 0.248, 0.287, 0.039, 0.220, -0.056, -0.226],
  "charge": 0,
  "energy_ha": -2421.07279,
  "e_above_lowest_kj_mol": 160.4,
  "homo_ev": -8.8
}

=====

{
  "formula": "C39H61Cl3O36S3",
  "method": "ωB97M-V/def2-TZVPD",
  "symbols": ["C", "Cl", "Cl", "Cl", "H", "C", "C", "C", "O", "C", "O", "O", "H", "H", "H", "H", "H", "H", "C", "C", "C", "O", "C", "O", "O", "H", "H", "H", "H", "H", "H", "C", "C", "C", "O", "C", "O", "O", "H", "H", "H", "H", "H", "H", "C", "C", "C", "O", "C", "O", "O", "H", "H", "H", "H", "H", "H", "C", "C", "C", "O", "C", "O", "O", "H", "H", "H", "H", "H", "H", "C", "C", "C", "O", "C", "O", "O", "H", "H", "H", "H", "H", "H", "C", "C", "C", "O", "C", "O", "O", "H", "H", "H", "H", "H", "H", "C", "C", "C", "O", "C", "O", "O", "H", "H", "H", "H", "H", "H", "C", "C", "O", "S", "O", "O", "O", "H", "H", "H", "H", "C", "C", "O", "S", "O", "O", "O", "H", "H", "H", "H", "C", "C", "O", "S", "O", "O", "O", "H", "H", "H", "H"],
  "positions_angstrom": [[-25.670, 15.363, 23.202], [-27.188, 16.209, 22.702], [-25.771, 13.770, 22.294], [-25.781, 15.008, 24.944], [-24.759, 15.849, 22.853], [-23.791, 9.067, 24.998], [-23.726, 7.969, 23.956], [-22.339, 7.760, 23.388], [-22.044, 6.448, 23.632], [-23.019, 5.853, 24.357], [-23.135, 4.696, 24.631], [-23.993, 6.806, 24.587], [-23.418, 9.960, 24.498], [-23.179, 8.887, 25.882], [-24.743, 9.483, 25.327], [-24.420, 8.136, 23.132], [-21.670, 8.453, 23.899], [-22.315, 7.987, 22.323], [-21.596, 16.839, 31.588], [-20.667, 18.076, 31.434], [-21.121, 19.432, 31.933], [-20.117, 19.976, 32.734], [-19.184, 19.123, 32.791], [-18.005, 19.306, 33.149], [-19.535, 17.945, 32.118], [-22.616, 16.978, 31.228], [-21.759, 16.743, 32.662], [-21.136, 15.986, 31.091], [-20.242, 18.103, 30.430], [-22.007, 19.159, 32.507], [-21.309, 20.058, 31.061], [-21.560, 4.864, 27.541], [-22.720, 5.804, 27.888], [-23.169, 5.756, 29.384], [-23.232, 7.104, 29.798], [-22.552, 7.977, 28.918], [-22.361, 9.205, 29.025], [-22.152, 7.171, 27.817], [-20.807, 4.798, 28.327], [-21.049, 5.054, 26.597], [-22.052, 3.892, 27.522], [-23.686, 5.777, 27.384], [-22.583, 5.078, 30.004], [-24.207, 5.423, 29.351], [-18.490, 9.215, 26.800], [-19.519, 10.258, 26.722], [-19.075, 11.660, 26.850], [-19.503, 12.278, 25.653], [-20.365, 11.432, 24.996], [-21.002, 11.693, 23.956], [-20.226, 10.258, 25.483], [-18.052, 8.875, 25.862], [-18.966, 8.262, 27.032], [-17.694, 9.310, 27.539], [-20.305, 10.215, 27.476], [-18.013, 11.595, 27.087], [-19.453, 12.127, 27.760], [-24.263, 8.440, 32.379], [-24.120, 10.009, 32.370], [-25.376, 10.736, 32.286], [-25.443, 11.474, 33.502], [-24.436, 10.988, 34.298], [-24.347, 11.210, 35.516], [-23.555, 10.286, 33.552], [-24.739, 8.035, 31.485], [-24.857, 8.013, 33.187], [-23.297, 7.951, 32.501], [-23.446, 10.359, 31.588], [-26.107, 9.929, 32.244], [-25.578, 11.313, 31.383], [-20.664, 11.944, 30.835], [-21.065, 12.297, 32.213], [-20.457, 13.472, 32.790], [-21.520, 14.452, 32.743], [-22.734, 13.826, 32.503], [-23.768, 14.395, 32.486], [-22.469, 12.502, 32.132], [-21.113, 12.652, 30.138], [-21.155, 10.989, 30.648], [-19.581, 11.958, 30.713], [-20.875, 11.473, 32.901], [-19.560, 13.752, 32.237], [-20.272, 13.237, 33.838], [-25.520, 12.331, 26.795], [-24.508, 12.869, 27.801], [-22.996, 12.714, 27.412], [-22.398, 13.925, 28.063], [-23.440, 14.724, 28.552], [-23.348, 15.748, 29.159], [-24.584, 14.325, 27.907], [-25.635, 11.275, 27.037], [-25.306, 12.288, 25.727], [-26.521, 12.709, 27.007], [-24.691, 12.433, 28.783], [-22.720, 12.787, 26.360], [-22.669, 11.780, 27.868], [-19.782, 16.654, 27.532], [-20.499, 16.809, 26.194], [-20.796, 15.549, 25.493], [-22.158, 15.746, 24.977], [-22.621, 16.731, 25.543], [-23.721, 17.177, 25.376], [-21.835, 17.255, 26.463], [-18.724, 16.398, 27.476], [-20.247, 15.978, 28.250], [-19.714, 17.546, 28.155], [-20.021, 17.528, 25.529], [-20.831, 14.711, 26.190], [-20.089, 15.291, 24.705], [-27.976, 14.747, 29.436], [-28.469, 15.914, 30.372], [-28.730, 15.455, 31.647], [-28.856, 13.801, 31.667], [-30.258, 13.365, 31.373], [-28.273, 13.160, 32.832], [-27.959, 13.664, 30.251], [-26.921, 14.874, 29.190], [-28.593, 14.456, 28.586], [-29.351, 16.380, 29.933], [-27.771, 16.751, 30.368], [-29.123, 9.535, 31.677], [-28.799, 8.207, 30.998], [-28.252, 8.376, 29.779], [-27.849, 9.935, 29.478], [-28.812, 10.431, 28.505], [-26.424, 10.095, 29.222], [-28.131, 10.350, 31.032], [-28.854, 9.544, 32.734], [-30.101, 9.981, 31.500], [-29.692, 7.582, 31.040], [-28.031, 7.670, 31.555], [-26.173, 17.587, 27.923], [-25.026, 18.553, 28.345], [-25.474, 19.508, 29.311], [-27.133, 19.721, 29.029], [-27.435, 20.759, 28.045], [-27.749, 19.863, 30.383], [-27.437, 18.180, 28.288], [-26.233, 16.660, 28.494], [-26.282, 17.609, 26.839], [-24.718, 19.070, 27.436], [-24.045, 18.223, 28.686]],
  "mulliken_spin": [0.000, 0.000, 0.000, -0.006, 0.001, -0.093, 0.104, -0.060, -0.080, 0.197, -0.049, -0.043, -0.010, -0.042, -0.018, 0.013, 0.021, 0.010, -0.050, 0.119, 0.028, 0.003, 0.053, -0.009, -0.003, -0.005, 0.013, 0.052, -0.081, -0.005, -0.012, 0.255, -0.227, 0.552, -0.183, 1.626, -0.822, -0.215, -0.146, 0.059, 0.032, -0.021, 0.054, -0.031, 1.448, -3.002, 1.553, -0.544, -0.280, -0.093, 0.694, -0.124, 0.068, -0.262, 0.208, 0.207, -0.043, 0.123, -0.264, -0.013, -0.006, 0.142, -0.012, -0.004, 0.015, -0.009, 0.038, 0.056, 0.031, -0.004, 0.605, 0.117, 0.444, -0.062, -0.879, 0.012, -0.358, 0.592, 0.081, -0.287, -0.142, 0.032, -0.016, 0.064, -0.398, -0.056, -0.097, 0.231, -0.052, -0.002, 0.010, 0.005, 0.001, -0.018, -0.057, 0.317, 0.034, 0.038, -0.007, -0.026, -0.049, 0.004, -0.005, -0.099, 0.013, 0.011, -0.012, 0.122, -0.007, 0.017, -0.007, 0.000, 0.012, 0.001, -0.001, -0.004, -0.007, 0.003, -0.001, 0.001, 0.006, -0.005, -0.012, 0.058, -0.008, -0.010, -0.077, 0.003, 0.006, -0.001, 0.010, -0.006, 0.000, -0.001, -0.001, 0.000, 0.000, -0.001, 0.009, -0.002, 0.003, 0.004],
  "charge": -1,
  "energy_ha": -6806.23943,
  "s2": 0.750,
  "homo_ev": [0.0, -8.7],
  "spin_multiplicity": 2
}